Entry 1:
Molecular formula: C6H9NO
Method: DFT, ωB97M-V/def2-TZVPD

Structure (ORCA input):
```
! RIJCOSX wB97M-V def2-TZVPD def2/J DEFGRID3
* xyz 0 1
C 1.936 -0.550 -0.154
C 0.717 -0.698 0.716
C -1.444 -0.693 -0.440
C -0.683 0.628 -0.637
C -0.382 1.955 0.115
C -0.005 0.675 0.749
H 2.440 -1.481 -0.479
H 1.020 -1.047 1.724
H 0.003 -2.166 -0.549
H -1.744 -1.130 -1.359
H -2.340 -0.542 0.188
H 0.036 0.495 -1.415
H -1.113 2.521 0.718
H 0.303 2.541 -0.480
H -0.824 0.489 1.492
N -0.385 -1.531 0.178
O 2.464 0.533 -0.365
*
```

## Properties
Energy: -363.8723 a.u.
Energy above the lowest of the compared OMol25 structures with the same formula, charge and spin: 95.4 kcal per mole
F_max: 2.25 eV Å⁻¹
Frontier orbital gap: 9.69 eV
HOMO energy: -8.8489 eV

Formally, the Mulliken partial charges of the atoms, in units of the elementary charge, are as follows:
1 C -0.120
2 C -0.020
3 C -0.699
4 C -0.079
5 C -0.367
6 C -0.192
7 H 0.353
8 H 0.308
9 H 0.282
10 H 0.355
11 H 0.235
12 H 0.147
13 H 0.251
14 H 0.251
15 H 0.179
16 N -0.426
17 O -0.459

---

Entry 2:
Molecular formula: C20H15N3S
Method: DFT, ωB97M-V/def2-TZVPD

Structure (ORCA input):
```
! RIJCOSX wB97M-V def2-TZVPD def2/J DEFGRID3
* xyz 0 1
S -1.172 2.691 0.391
N -0.025 -0.526 -0.106
C 0.289 1.898 0.364
C 2.489 1.706 0.873
C 2.022 0.480 0.486
C -1.156 -0.497 -0.742
C 6.363 2.669 2.475
C 5.516 3.678 2.052
C 5.947 1.303 2.447
C 4.253 3.363 1.497
C 4.681 0.999 1.884
C -5.998 -1.486 -2.308
C -2.137 -4.112 -0.823
C -5.266 -0.314 -2.147
C -1.390 -2.944 -0.652
C 3.802 2.033 1.468
C -5.399 -2.709 -1.980
C -3.489 -4.004 -1.242
C -3.933 -0.327 -1.722
C -1.964 -1.694 -0.941
C -4.062 -2.745 -1.530
C -3.299 -1.556 -1.400
N 1.426 2.571 0.765
N 0.707 0.607 0.101
H 2.543 -0.480 0.573
H -1.529 0.458 -1.117
H 7.365 2.906 2.885
H 5.827 4.698 2.168
H 6.629 0.530 2.832
H 3.626 4.203 1.155
H 4.361 -0.045 1.930
H -7.031 -1.497 -2.590
H -1.701 -5.032 -0.567
H -5.788 0.607 -2.313
H -0.368 -3.029 -0.345
H -6.009 -3.637 -2.012
H -4.091 -4.901 -1.309
H -3.433 0.655 -1.701
H 1.393 3.477 1.200
*
```

## Properties
Energy: -1333.5626 a.u.
Energy above the lowest of the compared OMol25 structures with the same formula, charge and spin: 0.0 kcal per mole
F_max: 3.02 eV Å⁻¹
Frontier orbital gap: 6.99 eV
HOMO energy: -7.3292 eV

Formally, the Mulliken partial charges of the atoms, in units of the elementary charge, are as follows:
1 S -0.427
2 N -0.822
3 C 0.039
4 C 0.398
5 C -0.661
6 C -0.175
7 C -0.341
8 C -0.567
9 C -0.606
10 C -0.420
11 C -0.426
12 C -0.611
13 C -0.793
14 C -0.773
15 C -0.698
16 C 0.786
17 C -0.670
18 C -0.832
19 C -0.621
20 C 0.832
21 C 1.104
22 C 0.628
23 N -0.083
24 N 0.592
25 H 0.335
26 H 0.363
27 H 0.317
28 H 0.385
29 H 0.349
30 H 0.291
31 H 0.230
32 H 0.399
33 H 0.438
34 H 0.403
35 H 0.458
36 H 0.285
37 H 0.359
38 H 0.241
39 H 0.293

---

Entry 3:
Molecular formula: C4H12
Method: DFT, ωB97M-V/def2-TZVPD

Structure (ORCA input):
```
! RIJCOSX wB97M-V def2-TZVPD def2/J DEFGRID3
* xyz 1 2
C 0.036 -1.892 -1.268
C 1.620 -2.058 -1.556
H -0.097 -2.550 -0.403
H -0.105 -0.842 -1.024
H -0.537 -2.002 -2.181
H 1.581 -1.956 -2.651
H 2.194 -1.374 -0.931
H 2.033 -3.005 -1.219
C -0.301 2.422 1.266
C -1.493 1.554 1.499
H -0.447 3.197 0.522
H 0.027 2.881 2.244
H 0.670 1.928 1.108
H -1.361 0.735 0.741
H -2.447 2.060 1.478
H -1.375 0.901 2.377
*
```

## Properties
Energy: -159.1335 a.u.
Energy above the lowest of the compared OMol25 structures with the same formula, charge and spin: 22.8 kcal per mole
F_max: 1.64 eV Å⁻¹
Frontier orbital gap (alpha / beta): 13.37 / 2.93 eV
HOMO energy (alpha / beta): -16.3180 / -14.3215 eV

Formally, the Mulliken partial charges of the atoms, in units of the elementary charge, are as follows:
1 C -0.481
2 C -0.679
3 H 0.283
4 H 0.075
5 H 0.329
6 H 0.261
7 H 0.302
8 H 0.295
9 C -0.716
10 C -0.474
11 H 0.339
12 H 0.331
13 H 0.326
14 H 0.160
15 H 0.324
16 H 0.327

---

Entry 4:
Molecular formula: C4H9NO
Method: DFT, ωB97M-V/def2-TZVPD

Structure (ORCA input):
```
! RIJCOSX wB97M-V def2-TZVPD def2/J DEFGRID3
* xyz 0 1
C -1.417 -0.038 -1.179
C -1.684 0.145 0.117
N -1.928 -0.867 1.038
H -1.068 -0.995 -1.543
H -1.841 0.608 -1.935
H -1.927 1.135 0.481
H -1.381 -1.708 0.905
H -1.869 -0.541 1.992
C 2.450 -0.544 0.075
C 1.698 0.506 -0.232
O 1.198 1.319 0.750
H 3.106 -0.987 -0.653
H 2.530 -0.772 1.129
H 1.544 0.815 -1.257
H 0.589 1.924 0.313
*
```

## Properties
Energy: -287.7302 a.u.
Energy above the lowest of the compared OMol25 structures with the same formula, charge and spin: 64.2 kcal per mole
F_max: 1.18 eV Å⁻¹
Frontier orbital gap: 9.25 eV
HOMO energy: -8.3403 eV

Formally, the Mulliken partial charges of the atoms, in units of the elementary charge, are as follows:
1 C -0.935
2 C 0.147
3 N -0.500
4 H 0.249
5 H 0.249
6 H 0.328
7 H 0.231
8 H 0.246
9 C -0.760
10 C 0.066
11 O -0.515
12 H 0.273
13 H 0.255
14 H 0.309
15 H 0.359

---

Entry 5:
Molecular formula: C24H25AsBr2N8OS7Sc
Method: DFT, ωB97M-V/def2-TZVPD

Structure (ORCA input):
```
! RIJCOSX wB97M-V def2-TZVPD def2/J DEFGRID3
* xyz 1 1
Sc 0.191 0.488 0.506
Br -1.580 3.674 -2.831
C -1.739 3.857 -0.968
C -2.510 4.915 -0.430
C -2.635 5.062 0.917
Br -3.651 6.500 1.592
C -2.017 4.146 1.808
C -2.106 4.176 3.217
C -1.484 3.210 3.958
C -0.771 2.196 3.305
N -0.658 2.135 1.998
C -1.264 3.103 1.246
C -1.095 2.973 -0.152
O -0.310 1.972 -0.579
H -2.995 5.608 -1.102
H -2.670 4.965 3.696
H -1.540 3.210 5.037
H -0.284 1.414 3.876
C -0.670 -3.266 -0.349
As -2.189 -2.290 0.351
C -3.749 -1.183 0.043
C -3.050 -3.692 1.388
S -1.199 -1.112 1.907
H -0.839 -3.615 -1.359
H -0.513 -4.089 0.345
H 0.166 -2.581 -0.332
H -4.271 -1.481 -0.859
H -3.404 -0.162 -0.039
H -4.362 -1.330 0.931
H -3.745 -4.249 0.760
H -3.600 -3.221 2.198
H -2.304 -4.365 1.801
N 4.579 -1.293 -2.384
N 3.421 -0.610 -2.095
N 2.875 0.222 -2.960
C 1.762 0.558 -2.323
N 1.680 -0.062 -1.139
N 2.768 -0.810 -1.006
H 5.113 -0.757 -3.052
H 5.061 -1.514 -1.525
H 1.011 1.229 -2.706
N 1.338 -0.858 3.891
C 2.228 -0.169 3.157
N 1.975 0.470 2.036
C 3.140 1.134 1.586
C 3.202 2.023 0.516
C 4.419 2.586 0.179
C 5.572 2.299 0.913
C 5.508 1.472 2.022
C 4.280 0.910 2.346
S 3.877 -0.097 3.707
H 0.477 -1.163 3.455
H 1.677 -1.416 4.656
H 2.309 2.307 -0.028
H 4.472 3.276 -0.654
H 6.514 2.752 0.634
H 6.384 1.287 2.631
C -2.714 -5.385 -2.415
S -3.293 -3.662 -2.454
C -2.133 -2.873 -3.510
C -1.482 -1.715 -3.272
S -1.375 -0.627 -1.906
S -0.583 -1.099 -4.647
C -0.959 -2.325 -5.810
S -0.409 -2.335 -7.340
S -2.009 -3.525 -5.140
H -3.596 -6.021 -2.383
H -2.094 -5.570 -1.541
H -2.151 -5.608 -3.317
*
```

## Properties
Energy: -12374.6222 a.u.
Energy above the lowest of the compared OMol25 structures with the same formula, charge and spin: 37.0 kcal per mole
F_max: 0.92 eV Å⁻¹
Frontier orbital gap: 6.44 eV
HOMO energy: -9.4742 eV

Formally, the Mulliken partial charges of the atoms, in units of the elementary charge, are as follows:
1 Sc 0.144
2 Br -0.134
3 C -0.302
4 C -0.406
5 C -0.056
6 Br -0.195
7 C 0.226
8 C -0.600
9 C -1.207
10 C -0.158
11 N 0.423
12 C 0.706
13 C 0.004
14 O 0.477
15 H 0.458
16 H 0.359
17 H 0.446
18 H 0.446
19 C -0.817
20 As 0.860
21 C -0.852
22 C -1.238
23 S -0.824
24 H 0.280
25 H 0.390
26 H 0.071
27 H 0.333
28 H 0.213
29 H 0.441
30 H 0.349
31 H 0.420
32 H 0.415
33 N -0.657
34 N 1.299
35 N -0.906
36 C -0.712
37 N 0.782
38 N -0.690
39 H 0.301
40 H 0.290
41 H 0.762
42 N -0.175
43 C 0.284
44 N 0.486
45 C -0.143
46 C -0.189
47 C -0.856
48 C -0.685
49 C -0.499
50 C 0.421
51 S -0.297
52 H -0.124
53 H 0.281
54 H 0.607
55 H 0.465
56 H 0.427
57 H 0.420
58 C -0.918
59 S 0.038
60 C 0.092
61 C -0.452
62 S -0.048
63 S 0.026
64 C 0.010
65 S -0.202
66 S -0.103
67 H 0.362
68 H 0.234
69 H 0.394

---

> Which value of energy does entry 1 give?

-363.8723 a.u.

---

> Which of these has the lowest energy?

C24H25AsBr2N8OS7Sc